Record 1
21
Properties=species:S:1:pos:R:3:forces:R:3 method="wB97M-V/def2-TZVPD" max_force_ev_per_a=3.60 homo_ev="-5.10 / -4.91" orbital_gap_ev="6.934 / 6.743" charge=-1 multiplicity=2 total_energy_ha=-1624.642738
K 0.30964 0.88464 -0.31966 0.31 -0.25 -0.18
P -1.37689 -1.84454 -0.11364 0.36 3.51 -0.74
O -1.66241 -3.33050 -0.02002 -0.45 -1.63 0.39
O -0.39905 -1.75779 -1.33093 -1.81 -0.29 1.13
O -0.61847 -1.20197 1.08745 -0.09 -0.70 -0.84
O -2.72523 -1.09292 -0.33009 1.47 -0.66 -0.02
O 1.77479 3.21269 0.64564 -0.20 -0.07 -0.16
H 1.98521 3.60160 1.49458 -0.04 -0.02 0.29
H 2.51056 3.45310 0.08254 0.20 0.01 -0.19
O 2.05000 -1.12130 0.38364 1.43 0.49 -0.01
H 2.19951 -1.97884 -0.01447 -0.18 -0.04 -0.17
H 1.23531 -1.22382 0.87556 -1.29 -0.47 0.45
O -2.11999 1.93244 -0.98200 0.44 0.77 -0.04
H -2.81622 2.10225 -1.61655 -0.09 -0.06 -0.10
H -2.22673 1.01000 -0.74973 -0.67 -1.18 0.24
O -0.66286 0.26112 3.10502 0.29 1.40 1.65
H -0.62383 -0.11671 2.22641 -0.33 -1.40 -1.09
H -1.01591 1.14089 2.97246 -0.19 0.20 0.15
O 1.46526 -0.97673 -2.65609 2.05 1.17 -1.60
H 2.03855 -1.73896 -2.57496 0.03 -0.02 0.04
H 0.67875 -1.21464 -2.16514 -1.22 -0.75 0.78

***

Record 2
27
Properties=species:S:1:pos:R:3:forces:R:3 method="wB97M-V/def2-TZVPD" max_force_ev_per_a=1.61 homo_ev=-8.84 relative_energy_kj_mol=122.3 smiles=Cc1ccc(O)cc1.CCC orbital_gap_ev=9.648 charge=0 multiplicity=1 total_energy_ha=-465.851214
C -0.57843 1.87506 -1.17014 0.58 0.28 -1.02
C -1.96020 1.74801 -1.78180 -1.05 -0.39 0.84
C 0.25055 2.88380 -1.99165 -0.24 -0.80 -0.36
H -0.58702 2.16105 -0.11466 -0.23 -0.14 -0.14
H -0.14063 0.88708 -1.28719 0.40 -0.02 0.55
H -2.35828 2.69076 -2.15463 -0.05 0.02 0.03
H -0.39785 3.71211 -2.28556 0.37 0.30 0.29
H -2.63159 1.36449 -1.01368 -0.32 0.29 0.20
H -2.09706 0.98135 -2.54376 0.64 0.18 -0.45
H 1.18514 3.19438 -1.52917 -0.16 0.22 0.17
H 0.52709 2.39088 -2.92724 0.04 0.08 -0.10
C 1.79257 -0.39765 2.99312 -0.28 0.04 0.55
C -0.40000 -2.21313 -0.15600 0.50 -0.94 -1.05
C 0.80204 -1.57373 -0.45858 -0.44 0.58 1.06
C -0.70899 -2.55173 1.13731 0.11 0.32 0.37
C 1.54494 -1.09660 0.60747 -0.28 -0.27 -0.17
C 0.04809 -2.03576 2.20219 -1.34 -0.60 -0.66
C 1.12018 -1.22095 1.93131 0.65 0.22 0.24
O -1.14475 -2.77679 -1.19699 -0.38 0.60 0.03
H 1.08234 -1.30292 -1.45842 0.09 -0.38 -0.40
H -1.75442 -2.10729 -1.54875 0.28 -0.31 0.13
H -1.56542 -3.18949 1.29911 -0.06 -0.01 0.12
H 2.49758 -0.65331 0.41000 0.35 0.59 -0.07
H -0.33237 -2.30653 3.18293 0.47 0.41 0.18
H 2.88101 -0.43657 2.97003 0.00 -0.06 -0.06
H 1.43852 -0.67473 3.99037 0.21 -0.20 -0.08
H 1.48697 0.64821 2.89441 0.15 -0.01 -0.20

***

Record 3
11
Properties=species:S:1:pos:R:3:forces:R:3 method="wB97M-V/def2-TZVPD" max_force_ev_per_a=4.27 homo_ev=-2.81 relative_energy_kj_mol=146.7 orbital_gap_ev=7.234 charge=-1 multiplicity=1 total_energy_ha=-588.491043
C -1.98609 1.02147 -0.05852 0.52 -0.96 0.17
C 1.19419 0.60314 0.74457 -1.59 1.25 0.17
C -0.08619 -0.69563 -0.83014 -1.56 -3.97 0.14
N 1.13710 -0.37752 -0.13142 0.42 0.53 1.89
O 2.00513 -1.29982 -0.30266 1.26 0.53 0.52
P -1.68453 -0.60835 0.29908 1.00 1.66 -1.36
H -2.74873 1.32994 0.62964 -1.20 0.39 0.53
H 0.31753 1.33789 0.87549 1.20 -1.71 -0.95
H 1.92844 0.77788 1.53538 0.54 -0.83 -0.94
H -0.17770 -0.20621 -1.79101 -0.09 0.30 0.06
H 0.10085 -1.88280 -0.97041 -0.49 2.81 -0.24

***

Record 4
17
Properties=species:S:1:pos:R:3:forces:R:3 method="wB97M-V/def2-TZVPD" max_force_ev_per_a=2.54 homo_ev="-6.74 / -10.34" relative_energy_kj_mol=124.9 orbital_gap_ev="7.371 / 7.793" charge=0 multiplicity=3 total_energy_ha=-492.189245
C -0.98508 0.09103 -0.45350 1.47 -1.37 0.55
C 1.44263 0.35548 -0.18489 0.23 -0.44 0.03
C -0.03355 2.13791 -1.04721 0.19 0.48 -0.21
C -0.72749 -2.04375 0.40926 -0.12 -2.38 0.89
N 0.09863 0.79093 -0.49653 -0.04 1.94 -0.56
N -0.48836 -1.74969 1.73509 0.12 -0.21 -0.30
O -2.12891 0.20205 -0.71539 -1.79 0.69 -0.55
O -1.42524 -1.71451 2.51854 -1.06 0.03 0.36
O 0.66951 -1.47541 2.06495 0.90 0.03 0.14
H 1.95003 0.00548 -1.08730 0.04 0.07 -0.01
H 1.99240 1.20230 0.21989 0.00 0.04 0.00
H 1.43375 -0.43213 0.56880 0.00 0.16 -0.18
H -1.08692 2.40738 -1.10275 0.06 -0.06 0.00
H 0.48044 2.84336 -0.39661 0.03 0.08 -0.04
H 0.40040 2.18174 -2.04925 0.02 0.07 0.05
H -1.70975 -2.41711 0.18178 -0.23 0.39 -0.05
H 0.11752 -2.38506 -0.16488 0.17 0.49 -0.12

***

Record 5
94
Properties=species:S:1:pos:R:3:forces:R:3 method="wB97M-V/def2-TZVPD" max_force_ev_per_a=1.42 homo_ev=-12.12 relative_energy_kj_mol=256.4 orbital_gap_ev=5.684 charge=+2 multiplicity=1 total_energy_ha=-5225.073408
Ga 0.38626 0.20997 0.14384 -1.05 -0.62 0.17
N -7.03062 -0.91764 3.57329 -0.08 0.00 0.00
C -5.79662 -0.42651 3.31291 0.22 0.10 -0.04
C -5.33936 -0.31289 1.98444 -0.08 -0.04 0.00
C -4.07055 0.14274 1.72348 0.00 0.07 0.14
C -3.24085 0.50006 2.78335 0.30 -0.20 -0.13
C -3.67671 0.43080 4.09955 0.20 0.03 -0.06
C -4.95073 -0.01301 4.35929 -0.18 -0.05 0.05
S -1.60609 0.92608 2.38743 -0.35 1.27 -0.54
O -1.66183 2.05530 1.47018 0.22 -0.46 -0.40
O -0.74501 1.09655 3.51692 -0.18 -0.38 0.32
N -0.99239 -0.33193 1.42490 0.71 0.64 0.14
C -0.62075 -1.41678 2.24070 0.14 -0.60 0.13
N 0.55793 -1.96217 1.95850 -0.33 0.20 0.31
C 0.98285 -2.92623 2.77661 0.09 0.04 0.33
C 0.24724 -3.34931 3.86415 0.00 0.03 -0.04
C -0.99107 -2.74758 4.03240 -0.05 0.11 -0.08
N -1.43042 -1.79395 3.21939 -0.04 0.07 -0.16
H -7.60861 -1.26906 2.83307 -0.04 0.01 0.02
H -7.35280 -1.03560 4.51581 -0.01 0.00 0.00
H -5.99874 -0.59569 1.17347 0.02 0.00 -0.02
H -3.70024 0.23067 0.70961 -0.10 -0.06 -0.05
H -3.00321 0.72406 4.89452 -0.06 -0.06 0.06
H -5.31582 -0.06313 5.37721 0.05 0.01 0.02
H 1.95575 -3.35275 2.55392 -0.12 0.03 0.09
H 0.62089 -4.09940 4.54418 -0.02 -0.03 -0.01
H -1.66058 -3.01971 4.84033 0.04 -0.06 0.01
O 1.72095 0.63879 -2.25458 0.06 0.12 -0.24
C 2.63291 -0.30577 -2.68438 0.07 -0.29 -0.03
C 3.74385 -0.04601 -3.47480 -0.01 0.15 0.05
C 4.51282 -1.10313 -3.93448 -0.05 0.03 0.03
C 4.19766 -2.41256 -3.59947 0.06 -0.10 0.01
C 3.17780 -2.65153 -2.69928 -0.07 -0.01 0.02
C 2.40667 -1.59714 -2.21304 -0.37 0.27 0.03
P 1.41092 -1.83755 -0.71351 0.59 0.32 -0.01
C 2.72298 -2.32955 0.42873 0.05 -0.02 -0.16
C 3.35813 -1.33175 1.16392 -0.05 -0.07 -0.15
C 4.43247 -1.64242 1.97549 0.02 0.02 0.01
C 4.86782 -2.96079 2.06328 0.00 -0.07 0.02
C 4.22500 -3.95914 1.34829 0.08 -0.05 -0.03
C 3.15158 -3.64860 0.52308 -0.03 0.14 -0.20
C 0.20364 -3.12107 -1.06149 -0.07 0.21 0.10
C -0.40206 -3.07711 -2.32048 0.11 0.04 0.08
C -1.38451 -3.99700 -2.64009 -0.05 0.00 -0.03
C -1.77040 -4.94971 -1.70530 0.02 0.04 -0.04
C -1.17368 -4.98564 -0.45262 0.01 -0.05 0.08
C -0.18893 -4.06995 -0.11922 0.02 -0.01 -0.07
C 1.56402 1.85752 -2.90545 0.05 0.16 0.06
C 1.86486 2.08595 -4.24005 -0.02 -0.10 0.02
C 1.76801 3.37478 -4.74096 0.01 -0.02 0.00
C 1.34767 4.42173 -3.93473 -0.06 0.07 0.00
C 0.93253 4.15788 -2.64255 0.06 0.00 0.12
C 1.02203 2.86876 -2.12222 0.10 -0.36 0.21
P 0.07026 2.48107 -0.60676 0.59 -0.12 -0.78
C 0.72608 3.65875 0.58606 -0.34 -0.14 0.15
C -0.00904 4.62403 1.25999 -0.06 -0.13 -0.06
C 0.63773 5.43279 2.18249 -0.05 0.09 0.02
C 1.99204 5.27091 2.43223 0.01 0.00 0.00
C 2.72165 4.29310 1.76651 -0.02 -0.01 0.00
C 2.08678 3.48198 0.84392 -0.05 -0.03 -0.08
C -1.56281 2.55619 -1.39326 -0.14 -0.02 0.81
C -2.11690 1.36094 -1.84143 0.13 0.01 0.09
C -3.33440 1.36906 -2.50000 -0.03 -0.02 -0.06
C -3.99331 2.57244 -2.71509 -0.01 -0.06 0.03
C -3.44581 3.75974 -2.25423 0.07 0.13 -0.01
C -2.23107 3.75802 -1.58447 0.02 -0.01 0.07
H 4.02095 0.96764 -3.71935 -0.04 0.00 -0.09
H 5.36216 -0.89451 -4.57058 0.01 -0.01 0.01
H 4.77754 -3.23202 -4.00006 -0.01 -0.01 0.02
H 2.96830 -3.65858 -2.35973 0.08 -0.01 -0.02
H 2.98793 -0.30844 1.11242 0.12 0.02 0.05
H 4.93150 -0.86887 2.54322 -0.03 0.01 0.00
H 5.70700 -3.20993 2.69841 0.00 0.01 0.01
H 4.55767 -4.98539 1.42841 0.01 0.00 0.00
H 2.64488 -4.42526 -0.03685 0.06 -0.06 0.02
H -0.08491 -2.33020 -3.03939 -0.04 -0.07 -0.08
H -1.84682 -3.97348 -3.61753 0.00 -0.01 0.00
H -2.53745 -5.66944 -1.95713 0.00 -0.01 0.00
H -1.47927 -5.72856 0.27178 0.01 -0.02 -0.01
H 0.27600 -4.08782 0.85640 -0.12 -0.16 -0.16
H 2.16390 1.27783 -4.88945 0.08 0.00 0.02
H 2.04254 3.56068 -5.77038 -0.05 -0.01 -0.02
H 1.30838 5.42792 -4.32794 -0.01 0.00 0.03
H 0.53973 4.95410 -2.02124 0.00 0.03 -0.04
H -1.07141 4.71922 1.08268 -0.01 0.02 0.08
H 0.07706 6.18557 2.71974 0.00 0.01 -0.02
H 2.48442 5.90569 3.15636 -0.01 0.00 0.00
H 3.77638 4.16719 1.96907 0.00 -0.01 -0.01
H 2.63853 2.70930 0.31361 0.11 0.09 0.00
H -1.59829 0.41684 -1.67816 -0.09 -0.03 -0.04
H -3.77705 0.44217 -2.84018 0.05 0.00 -0.02
H -4.94116 2.57799 -3.23564 -0.01 0.02 0.01
H -3.95996 4.69755 -2.41587 -0.03 -0.02 0.01
H -1.81246 4.68194 -1.20609 -0.05 0.04 -0.07

***

Record 6
10
Properties=species:S:1:pos:R:3:forces:R:3 method="wB97M-V/def2-TZVPD" max_force_ev_per_a=4.30 homo_ev="-8.62 / -8.44" relative_energy_kj_mol=490.1 orbital_gap_ev="7.058 / 6.895" charge=0 multiplicity=1 total_energy_ha=-230.690038
C 1.06760 2.84483 2.05214 -0.20 0.04 0.06
C 0.35939 1.93838 1.46248 0.56 -0.24 -0.70
C 0.52825 0.58832 2.04357 0.61 -1.58 2.29
C 0.31817 -0.04108 0.73461 -1.60 1.12 -0.63
C -0.11341 1.30659 0.17360 -1.52 0.35 -2.17
C 0.21421 -1.27594 0.22329 0.65 0.31 4.24
H -1.28599 1.42156 0.15888 2.31 -0.35 -0.44
H 0.38015 1.59726 -0.79144 -0.70 0.28 0.84
H 0.20576 -2.14740 0.91192 0.50 0.58 -0.64
H 0.17171 -1.41783 -0.78042 -0.62 -0.50 -2.85